(1)
{
  "formula": "C3H9N2O",
  "method": "wB97M-V/def2-TZVPD",
  "symbols": ["C", "C", "C", "N", "N", "O", "H", "H", "H", "H", "H", "H", "H", "H", "H"],
  "coordinates": [[0.288, -1.010, -0.021], [0.867, 1.249, -0.102], [-1.069, 0.217, -0.417], [-2.114, -0.183, 0.363], [1.279, -0.131, 0.359], [-0.476, 1.368, 0.139], [-0.179, -1.526, 0.820], [0.787, -1.716, -0.711], [1.265, 2.045, 0.577], [1.104, 1.463, -1.283], [-1.253, 0.291, -1.573], [-2.730, 0.541, 0.813], [-2.728, -0.834, -0.060], [1.309, -0.036, 1.378], [2.162, -0.313, 0.000]],
  "forces_ev_per_a": [[-3.662, -1.495, -2.052], [0.464, 3.570, -1.705], [1.902, -1.436, -1.677], [-2.359, 1.028, 1.961], [0.039, 3.732, 2.533], [-0.239, -1.637, -0.614], [0.284, 0.052, -0.203], [-1.210, 0.261, -0.175], [0.611, -0.797, -0.978], [-0.122, -0.991, 2.938], [0.617, -0.075, 2.001], [1.336, -0.658, -0.757], [-0.460, -0.759, -0.595], [0.490, -0.159, -0.053], [2.311, -0.637, -0.625]],
  "mulliken_charge": [-0.84, -0.41, 0.25, -0.56, 0.04, -0.33, 0.36, 0.34, 0.34, 0.32, 0.31, 0.25, 0.24, 0.37, 0.30],
  "lumo_ev": -3.41,
  "e_above_lowest_ev": 3.3649,
  "fmax_ev_per_a": 4.511,
  "total_energy_ha": -304.12670,
  "total_charge": 1,
  "smiles": "N[C@@H]1C[NH2+]CO1",
  "homo_energy_ev": -13.624
}


(2)
{
  "formula": "C4H7N",
  "method": "wB97M-V/def2-TZVPD",
  "symbols": ["C", "C", "C", "C", "N", "H", "H", "H", "H", "H", "H", "H"],
  "coordinates": [[-1.435, 0.274, 0.117], [-0.030, 0.188, -0.473], [0.786, -1.101, -0.178], [1.321, 0.092, 0.353], [1.997, 1.005, 0.903], [-1.929, 1.236, -0.071], [-2.086, -0.503, -0.311], [-1.423, 0.128, 1.203], [0.027, 0.513, -1.519], [1.147, 1.480, 0.450], [0.323, -1.763, 0.540], [1.301, -1.548, -1.014]],
  "forces_ev_per_a": [[0.132, -0.073, 0.129], [0.168, -0.883, -0.086], [0.008, -1.094, -0.194], [-1.744, 0.237, -0.985], [-1.549, -0.036, -0.940], [0.299, -0.138, 0.009], [0.157, 0.142, 0.070], [0.022, -0.001, -0.085], [0.256, -0.090, 0.392], [2.203, 2.695, 1.780], [0.002, -0.383, -0.056], [0.045, -0.376, -0.033]],
  "mulliken_charge": [-1.15, -0.24, -0.58, 0.41, -0.67, 0.34, 0.30, 0.29, 0.35, 0.44, 0.25, 0.26],
  "lumo_ev": 1.00,
  "e_above_lowest_ev": 3.5479,
  "fmax_ev_per_a": 3.909,
  "total_energy_ha": -211.23029,
  "homo_energy_ev": -8.715
}


(3)
{
  "formula": "C28H51N3O5S",
  "method": "wB97M-V/def2-TZVPD",
  "symbols": ["C", "C", "C", "C", "C", "C", "C", "C", "C", "C", "C", "C", "S", "C", "O", "C", "C", "C", "O", "H", "H", "H", "H", "H", "H", "H", "H", "H", "H", "H", "H", "H", "H", "H", "H", "H", "H", "C", "C", "C", "O", "C", "N", "H", "H", "H", "H", "H", "H", "H", "H", "H", "H", "H", "C", "C", "C", "O", "C", "N", "H", "H", "H", "H", "H", "H", "H", "H", "H", "H", "H", "C", "C", "C", "O", "C", "N", "H", "H", "H", "H", "H", "H", "H", "H", "H", "H", "H"],
  "coordinates": [[-1.042, -4.023, -2.325], [-1.338, -2.417, -2.653], [-2.795, -1.937, -1.987], [-2.653, -0.408, -1.356], [-3.740, 0.663, -1.954], [-3.132, 1.603, -3.197], [-1.822, 2.419, -2.642], [-1.969, 3.732, -1.629], [-0.653, 4.552, -1.009], [0.828, 3.982, -1.458], [0.986, 2.693, -2.511], [-0.329, 1.874, -3.134], [-0.065, 0.422, -4.315], [2.555, 2.256, -2.888], [2.925, 1.853, -4.109], [3.630, 2.416, -1.617], [3.490, 3.586, -0.660], [2.237, 4.672, -0.877], [2.343, 5.978, -0.582], [-1.737, -4.636, -3.043], [-1.345, -4.191, -1.197], [0.075, -4.289, -2.553], [-1.408, -2.201, -3.811], [-0.450, -1.807, -2.197], [-3.073, -2.658, -1.085], [-3.598, -1.985, -2.865], [-1.533, -0.077, -1.429], [-2.887, -0.509, -0.191], [-4.058, 1.363, -1.052], [-4.719, 0.085, -2.283], [-2.914, 0.850, -4.071], [-3.956, 2.377, -3.500], [-3.033, 4.101, -1.311], [-0.734, 5.464, -0.280], [-0.340, 0.880, -5.615], [4.485, 1.593, -1.489], [4.231, 3.759, 0.256], [-5.488, 4.708, 0.771], [-4.744, 6.039, 0.851], [-5.612, 7.207, 1.374], [-6.555, 7.718, 0.428], [-7.725, 6.927, 0.285], [-4.167, 6.346, -0.466], [-6.141, 4.639, -0.103], [-4.774, 3.880, 0.693], [-6.095, 4.541, 1.666], [-3.920, 5.903, 1.562], [-4.941, 8.048, 1.601], [-6.110, 6.951, 2.316], [-8.038, 6.477, 1.230], [-7.565, 6.161, -0.474], [-8.531, 7.575, -0.073], [-3.579, 7.175, -0.381], [-4.934, 6.654, -1.070], [5.460, -3.356, -0.457], [4.263, -2.453, -0.748], [2.925, -2.994, -0.192], [2.368, -4.083, -0.934], [2.973, -5.339, -0.671], [4.185, -2.214, -2.197], [5.511, -4.221, -1.122], [6.394, -2.800, -0.595], [5.438, -3.718, 0.576], [4.457, -1.495, -0.253], [2.183, -2.186, -0.257], [3.004, -3.252, 0.871], [3.271, -5.444, 0.375], [3.827, -5.487, -1.333], [2.244, -6.122, -0.903], [3.456, -1.524, -2.376], [3.821, -3.069, -2.628], [3.184, -5.638, 6.020], [2.730, -4.297, 5.447], [2.852, -4.204, 3.909], [4.188, -4.031, 3.427], [4.959, -5.222, 3.405], [3.474, -3.217, 6.112], [4.272, -5.727, 6.082], [2.802, -5.762, 7.040], [2.805, -6.472, 5.420], [1.669, -4.186, 5.697], [2.306, -3.308, 3.583], [2.370, -5.054, 3.412], [4.359, -6.099, 3.148], [5.456, -5.362, 4.365], [5.742, -5.106, 2.649], [3.090, -2.322, 5.810], [4.422, -3.217, 5.726]],
  "forces_ev_per_a": [[-0.645, 1.069, -0.652], [-0.406, -0.602, 0.361], [1.000, 0.195, -0.179], [-0.697, -0.752, 0.710], [0.246, 0.359, 0.634], [-0.316, -0.160, 1.386], [2.757, 1.161, 0.506], [3.540, -1.108, -0.680], [0.771, -4.135, -3.203], [-2.163, -1.131, -0.908], [-2.113, 0.772, 0.757], [-0.061, 4.340, 2.552], [-0.510, 1.515, 0.639], [0.900, -0.882, -3.803], [-2.201, 2.379, 7.800], [-0.973, 3.094, 2.093], [-0.465, -2.699, -2.821], [0.089, 3.767, 0.781], [-0.703, -8.232, -1.652], [1.303, 0.894, 1.579], [0.839, 0.073, -2.347], [-2.179, 0.473, 0.664], [0.411, -0.544, 2.397], [-1.752, -0.978, -0.875], [0.432, 1.390, -2.163], [1.526, 0.096, 2.157], [-2.259, -0.317, -0.048], [0.542, 0.288, -2.476], [0.646, -1.230, -1.982], [2.082, 1.216, 0.464], [-0.018, 1.874, 1.618], [1.637, -1.473, 0.448], [2.245, -0.720, -0.747], [0.089, -2.015, -1.670], [0.205, 0.256, 1.516], [-2.027, 2.140, -0.467], [-1.762, -0.340, -2.359], [0.072, -0.323, 0.082], [-0.422, 0.102, -0.211], [0.234, 0.276, -0.196], [0.212, -0.306, 0.529], [-0.012, 0.316, -0.336], [-0.077, 0.262, 0.083], [0.069, 0.124, 0.095], [-0.080, 0.157, 0.012], [0.052, 0.006, -0.103], [-0.054, 0.151, -0.031], [-0.157, -0.095, -0.152], [-0.109, -0.151, -0.054], [0.075, -0.068, 0.010], [-0.140, -0.207, 0.099], [0.156, 0.027, 0.099], [0.013, -0.186, -0.048], [0.196, -0.167, 0.119], [0.353, 0.043, 0.147], [-0.156, -0.463, -0.212], [-0.172, 0.245, -0.184], [0.245, 0.216, 0.465], [-0.290, -0.017, -0.382], [-0.344, -0.016, 0.123], [-0.115, 0.126, 0.039], [-0.205, -0.072, -0.023], [-0.034, 0.037, -0.076], [-0.158, -0.038, -0.018], [0.062, -0.180, -0.118], [0.166, -0.153, 0.011], [0.095, 0.081, 0.029], [0.174, -0.131, 0.165], [-0.031, 0.163, 0.045], [0.179, -0.005, -0.050], [0.200, 0.208, 0.085], [-0.136, -0.237, 0.245], [0.460, -0.044, -0.154], [-0.023, 0.394, 0.063], [-0.522, -0.286, 0.003], [0.296, 0.348, -0.068], [-0.015, 0.124, -0.369], [-0.126, 0.096, -0.078], [0.077, 0.087, -0.197], [0.049, 0.068, 0.046], [0.070, 0.088, -0.132], [0.201, -0.086, 0.042], [0.099, -0.163, 0.048], [-0.062, -0.016, 0.089], [-0.017, -0.265, 0.015], [-0.147, 0.066, 0.013], [0.009, -0.117, 0.165], [-0.222, -0.058, 0.194]],
  "mulliken_charge": [-0.93, -0.02, -0.49, -0.30, -0.43, -0.65, 0.20, -0.36, -0.66, 0.30, 0.23, -0.07, -0.05, 0.22, -0.52, -0.26, -0.32, 0.22, -0.53, 0.33, 0.28, 0.15, 0.18, -0.02, 0.27, 0.26, 0.10, 0.32, 0.00, 0.40, 0.23, 0.37, 0.38, 0.33, 0.15, 0.33, 0.30, -1.47, 0.32, -0.74, -0.39, -0.64, -0.53, 0.31, 0.33, 0.39, 0.36, 0.36, 0.42, 0.29, 0.22, 0.26, 0.27, 0.27, -1.31, 0.48, -0.30, -0.26, -0.61, -0.73, 0.32, 0.40, 0.11, 0.39, 0.37, -0.09, 0.14, 0.28, 0.26, 0.19, 0.35, -1.39, 0.23, -0.68, -0.34, -0.76, -0.74, 0.28, 0.35, 0.33, 0.43, 0.35, 0.42, 0.33, 0.29, 0.25, 0.28, 0.34],
  "lumo_ev": -1.53,
  "fmax_ev_per_a": 8.447,
  "total_energy_ha": -2035.51166,
  "smiles": "CCCCCCc1ccc2c(c1S)C(=O)C=CC2=O.COC[C@@H](C)N.COC[C@@H](C)N.COC[C@@H](C)N",
  "homo_energy_ev": -8.778
}


(4)
{
  "formula": "C4H12",
  "method": "wB97M-V/def2-TZVPD",
  "symbols": ["C", "C", "H", "H", "H", "H", "H", "H", "C", "C", "H", "H", "H", "H", "H", "H"],
  "coordinates": [[1.232, -0.657, -0.013], [1.748, -1.956, 0.560], [1.774, -0.484, -0.953], [0.150, -0.773, -0.263], [1.290, 0.203, 0.669], [2.823, -2.131, 0.383], [1.239, -2.796, 0.083], [1.633, -2.067, 1.640], [-1.664, 0.990, -0.873], [-1.237, 1.650, 0.341], [-2.471, 1.404, -1.558], [-0.839, 0.814, -1.573], [-2.302, 0.098, -0.598], [-1.577, 2.734, 0.406], [-0.154, 1.694, 0.463], [-1.644, 1.278, 1.284]],
  "forces_ev_per_a": [[0.209, -0.489, -0.491], [0.510, -0.371, 0.509], [-0.331, 0.412, 0.243], [0.101, 0.122, 0.046], [0.112, -0.076, -0.111], [-0.341, 0.306, -0.195], [0.001, -0.130, -0.005], [-0.354, 0.130, -0.084], [0.368, -0.389, -0.029], [0.654, -0.115, 0.914], [-0.104, -0.122, 0.071], [-0.108, 0.176, -0.141], [-0.156, 0.235, -0.121], [-0.078, -0.063, -0.325], [0.019, 0.395, -0.273], [-0.504, -0.022, -0.009]],
  "lowdin_spin": [0.06, 0.03, 0.00, 0.02, 0.02, 0.01, 0.01, 0.00, 0.30, 0.18, 0.11, 0.02, 0.08, 0.11, 0.01, 0.02],
  "lumo_ev": [-3.20, -11.20],
  "e_above_lowest_ev": 0.4607,
  "fmax_ev_per_a": 1.130,
  "total_energy_ha": -159.15291,
  "total_charge": 1,
  "multiplicity": 2,
  "homo_energy_ev": [-15.706, -15.370]
}